Entry 1:
C15H60N30O15 | ωB97M-V/def2-TZVPD

The geometry in XYZ format:
```
120
Properties=species:S:1:pos:R:3:forces:R:3
C -0.7514 -0.1333 -4.2596 0.9 0.8 -0.8
O 0.2899 -0.6619 -3.8655 -0.7 -0.1 0.1
N -0.9933 0.0204 -5.6004 -0.3 -0.1 0.7
N -1.6241 0.4864 -3.4268 0.1 -0.1 -0.3
H -0.3239 -0.3318 -6.2571 -0.1 -0.1 0.0
H -1.8291 0.4817 -5.9064 0.0 -0.1 -0.3
H -1.3116 0.6762 -2.4816 -0.3 -0.4 0.0
H -2.4426 0.9264 -3.8090 0.0 0.2 0.2
C -5.1769 1.8819 0.5130 0.9 0.2 -0.9
O -5.8174 2.9222 0.5879 -0.2 -0.4 0.3
N -3.8023 1.9137 0.4721 -0.6 -0.1 0.4
N -5.7705 0.6692 0.2964 -0.7 0.4 0.3
H -3.2130 1.1011 0.4432 -0.1 -0.1 0.0
H -3.4298 2.8514 0.5084 0.3 0.0 0.0
H -6.7699 0.7782 0.3358 0.0 -0.5 0.0
H -5.3383 -0.2398 0.3588 0.1 0.3 0.1
C 1.9187 -2.1004 2.4261 -0.7 -0.4 -0.2
O 2.2872 -2.4116 1.2969 0.6 0.3 0.0
N 2.7389 -1.4940 3.3247 -0.4 -0.1 0.3
N 0.6483 -2.3791 2.8262 0.1 -0.1 0.0
H 3.6240 -1.1498 3.0202 -0.1 0.0 -0.1
H 2.3662 -1.1949 4.2068 0.2 0.1 0.0
H 0.1171 -3.0051 2.2237 0.0 0.2 -0.2
H 0.2858 -2.1332 3.7278 0.2 0.0 0.1
C -3.5889 -1.8983 2.0404 0.4 -0.7 -0.1
O -4.0476 -1.6776 0.9246 0.2 0.0 0.2
N -2.4714 -1.3015 2.5525 -0.8 0.1 0.0
N -4.1337 -2.8533 2.8579 0.2 0.6 -0.2
H -1.8464 -0.7788 1.9578 0.0 0.1 0.1
H -2.1592 -1.6386 3.4438 0.5 0.0 -0.2
H -3.9803 -2.7983 3.8467 -0.1 -0.4 0.0
H -4.8156 -3.4629 2.4493 -0.3 0.1 0.3
C -1.8744 1.9831 4.0452 -0.3 0.1 0.9
O -1.0788 1.6928 3.1472 0.0 -0.1 0.0
N -3.0516 1.3032 4.2462 0.4 -0.3 -0.6
N -1.6294 2.9488 4.9616 0.2 -0.2 -0.1
H -3.1213 0.4158 3.7725 -0.2 0.2 -0.2
H -3.6227 1.4407 5.0581 0.1 0.1 0.1
H -0.8110 3.5440 4.8745 -0.3 0.4 0.0
H -2.3708 3.2933 5.5441 0.0 0.0 0.0
C 0.0949 0.0797 -0.2650 0.2 -1.0 0.4
O -1.1028 0.1265 -0.6073 0.2 0.4 -0.1
N 0.5904 0.7485 0.8109 0.0 -0.1 -0.6
N 1.0124 -0.7020 -0.8963 -0.3 0.3 0.2
H 0.0542 1.4854 1.2423 -0.1 -0.3 0.4
H 1.5557 0.5490 1.0361 0.0 0.4 0.3
H 0.6849 -1.3450 -1.6030 0.1 0.1 -0.1
H 1.7916 -1.0229 -0.3399 0.2 -0.2 -0.1
C 0.7486 5.1563 3.7213 0.0 -1.0 0.5
O 0.0794 5.2292 4.7525 0.2 0.0 -0.1
N 1.8195 5.9696 3.4947 0.3 0.3 -0.4
N 0.5904 4.1760 2.7859 0.3 0.6 -0.1
H 2.2302 5.9899 2.5763 0.0 0.1 0.0
H 2.0361 6.7085 4.1359 -0.3 0.1 0.0
H 0.1249 3.3060 3.0012 -0.4 0.1 0.0
H 1.1172 4.2603 1.9236 -0.2 -0.3 0.1
C -4.5939 -1.8150 -2.6361 1.1 0.0 0.3
O -4.4897 -1.8478 -3.8533 -0.4 0.1 -0.2
N -3.7862 -1.0574 -1.8386 -0.2 -0.1 0.3
N -5.4705 -2.5774 -1.9104 -0.6 -0.4 0.2
H -3.7675 -1.2134 -0.8413 0.0 0.1 -0.1
H -3.1271 -0.4077 -2.2200 0.0 -0.3 -0.3
H -5.3279 -2.7363 -0.9274 0.1 0.3 0.0
H -6.0557 -3.2480 -2.3730 0.2 0.1 -0.3
C -1.8819 4.1873 -1.1778 0.0 -0.4 -0.6
O -2.7427 4.4104 -0.3544 0.2 0.5 0.2
N -1.3894 5.1390 -2.0487 -0.2 -0.1 0.4
N -1.3469 2.9386 -1.3745 0.0 0.5 0.0
H -0.7377 4.9100 -2.7728 0.1 0.1 0.0
H -1.6186 6.0971 -1.8636 -0.1 0.0 -0.1
H -1.6650 2.1438 -0.8445 0.0 0.0 0.0
H -0.6627 2.8145 -2.0937 0.0 -0.2 0.0
C 4.0260 1.4921 1.8128 0.2 0.8 -0.7
O 3.5837 0.8833 0.8308 0.0 -0.1 0.4
N 3.7865 2.8235 1.9696 0.2 -1.0 0.1
N 4.8545 0.9422 2.7360 -0.1 -0.1 0.6
H 3.3661 3.3132 1.1910 -0.3 0.2 0.5
H 3.9807 3.2665 2.8485 -0.1 0.4 -0.2
H 5.1019 1.4629 3.5581 0.2 0.0 -0.1
H 5.1609 -0.0104 2.6962 0.0 0.0 -0.3
C 2.1886 -5.8902 -0.1085 0.3 0.7 0.0
O 1.8651 -6.8716 -0.7562 -0.1 -0.3 -0.1
N 2.5755 -5.9638 1.2101 -0.2 0.3 0.0
N 2.2473 -4.6145 -0.6053 -0.2 -1.5 0.4
H 2.8156 -5.1091 1.6772 0.2 -0.2 0.2
H 2.6832 -6.8493 1.6615 -0.1 -0.1 0.0
H 2.0206 -4.5603 -1.5837 0.1 0.4 0.2
H 2.2448 -3.8618 0.0638 -0.1 0.4 -0.5
C 4.7850 -0.1642 -2.3184 0.0 -1.5 -1.1
O 5.2981 -0.6840 -3.3085 0.1 0.6 0.3
N 4.7344 -0.8283 -1.1328 -0.1 0.7 0.4
N 4.0579 0.9852 -2.4141 0.2 0.2 0.7
H 5.1734 -1.7276 -1.0853 0.1 -0.1 -0.1
H 4.1896 -0.4603 -0.3641 0.3 -0.2 0.0
H 3.8463 1.2997 -3.3400 0.2 0.2 0.0
H 3.8247 1.4976 -1.5809 -0.3 0.1 -0.2
C -0.8954 -4.0679 -0.5909 0.0 -0.2 0.5
O -0.6162 -3.9547 0.6043 0.1 0.4 -0.1
N -0.9472 -5.2967 -1.1737 -0.3 0.5 0.2
N -1.1771 -3.0238 -1.4268 0.2 -0.7 0.0
H -0.7028 -6.0786 -0.5933 0.1 -0.2 -0.2
H -1.3140 -5.4099 -2.0984 0.2 -0.3 -0.1
H -1.6777 -3.2657 -2.2625 0.0 0.6 -0.2
H -1.1271 -2.0730 -1.1087 -0.5 0.1 0.2
C 2.1131 4.1708 -0.7214 0.2 0.4 0.3
O 2.0680 4.6312 0.4269 0.3 -0.1 -0.3
N 2.5056 4.9443 -1.7714 -0.3 -0.4 -0.2
N 1.8375 2.8796 -1.0163 0.4 0.8 -0.3
H 2.6841 5.9212 -1.6382 0.0 0.0 0.1
H 2.7514 4.4980 -2.6360 0.1 0.3 -0.1
H 1.6481 2.6745 -1.9795 0.1 -0.6 0.1
H 1.7014 2.2092 -0.2751 -0.3 -0.1 -0.2
C 2.5590 -3.4734 -3.5237 0.0 0.5 0.9
O 3.4667 -4.2178 -3.1912 0.1 0.0 -0.5
N 1.3314 -3.9456 -3.9146 -0.5 -0.1 -0.4
N 2.5935 -2.1160 -3.3726 -0.4 -0.3 -0.2
H 1.1678 -4.9310 -3.9942 0.3 -0.1 0.0
H 0.5833 -3.3243 -4.1672 0.1 0.1 0.0
H 1.7841 -1.5457 -3.6117 0.6 -0.2 0.1
H 3.4094 -1.7142 -2.9442 0.0 -0.2 -0.4
```
Positions in Å, forces in eV/Å.

Summary:
F_max: 1.84 eV Å⁻¹
E_HOMO: -8.51 eV

Entry 2:
C15H60N30O15 | ωB97M-V/def2-TZVPD

The geometry in XYZ format:
```
120
Properties=species:S:1:pos:R:3:forces:R:3
C 0.0877 -0.1663 0.1814 0.8 -3.7 0.3
O 1.0826 -0.1834 0.9344 -0.5 1.9 0.1
N -1.2048 -0.0575 0.5004 0.2 0.9 0.4
N 0.2539 -0.7833 -1.0348 0.0 1.2 0.9
H -1.8177 -0.3629 -0.2314 -0.7 0.3 0.4
H -1.4950 0.2823 1.4059 0.0 -0.1 0.0
H 1.2366 -0.9173 -1.2323 -0.2 -0.1 -1.2
H -0.5830 -0.8037 -1.5890 0.7 -0.5 -1.0
C -0.7186 0.7062 4.4456 2.0 0.9 1.6
O -1.0478 0.4045 3.2931 -0.8 -1.0 0.1
N -0.6178 -0.1337 5.5009 -0.6 -0.6 -1.6
N -0.2474 1.9645 4.6823 -1.3 -1.1 -1.3
H -0.3649 0.1785 6.4146 0.0 -0.1 0.1
H -0.8022 -1.0976 5.2492 -0.4 -0.2 0.9
H -0.6371 2.4986 3.9110 0.8 1.2 0.6
H 0.2426 2.1998 5.5188 -0.1 0.6 0.0
C -1.5276 -3.3092 3.9466 0.8 -0.1 1.7
O -2.0626 -2.7139 4.8907 -0.3 0.0 -0.3
N -0.7363 -2.6865 3.0671 0.3 0.8 -1.2
N -1.4991 -4.6626 3.8504 -0.4 -0.3 -0.5
H -0.3567 -3.1637 2.2655 0.1 -0.3 0.1
H -0.6344 -1.6836 3.0861 -0.5 0.1 0.0
H -1.8233 -5.1994 4.6317 -0.1 0.0 0.0
H -0.8989 -5.0698 3.1456 -0.1 -0.2 0.2
C -0.9850 -1.6554 -5.8113 -1.0 -1.5 -1.7
O -0.3344 -2.6906 -5.9835 0.1 0.9 0.7
N -1.5846 -1.0680 -6.8965 0.4 0.0 0.2
N -1.2835 -1.1642 -4.5998 1.1 -0.4 1.6
H -1.8538 -1.7965 -7.5387 -0.1 0.5 -0.5
H -2.1344 -0.2359 -6.7784 -0.3 -0.2 -0.2
H -2.0336 -0.5430 -4.3676 -0.4 -0.3 -0.4
H -1.0129 -1.8452 -3.8963 -0.3 0.4 0.4
C -3.2204 2.7635 -0.6535 -0.6 0.2 -3.1
O -4.3550 2.2913 -0.7534 0.5 -0.2 0.7
N -2.9696 4.0100 -0.2059 -0.3 1.1 0.8
N -2.1454 2.2603 -1.3569 0.8 -0.1 0.4
H -3.7418 4.6486 -0.1343 -0.1 -0.3 0.3
H -2.0493 4.4159 -0.1501 0.1 -0.3 -0.1
H -2.1698 1.4923 -1.9969 -0.6 -0.3 0.5
H -1.2223 2.6744 -1.2239 -0.3 0.0 0.1
C 1.1466 3.7804 -0.0269 0.3 -0.4 -0.4
O 0.0954 3.6891 -0.6770 0.5 0.0 0.0
N 2.1019 4.6917 -0.3343 0.0 0.4 0.3
N 1.4896 2.9298 0.9793 -0.7 0.6 -0.2
H 2.9593 4.6908 0.1895 0.2 -0.2 -0.2
H 2.1124 5.1100 -1.2449 -0.3 0.2 0.1
H 2.2214 3.2102 1.6056 0.2 -0.6 0.0
H 1.1116 1.9950 0.9600 0.1 0.0 0.5
C -3.4559 -2.3771 -1.3653 1.3 2.5 -1.7
O -2.3256 -2.3538 -1.8928 -0.6 -0.8 0.7
N -3.7252 -2.4907 -0.0563 0.1 -0.8 -0.3
N -4.5135 -1.8925 -2.0898 0.1 -0.7 0.5
H -4.5679 -2.0097 0.1956 0.1 -0.4 0.9
H -3.1022 -3.0393 0.5148 -0.2 0.3 0.4
H -5.4449 -2.0886 -1.7727 -0.2 0.2 -0.5
H -4.2917 -1.5028 -2.9851 -0.4 -0.2 -0.1
C 4.0605 2.2366 -1.1787 1.0 1.1 1.0
O 4.5919 2.4016 -0.0740 -0.6 -0.5 -0.5
N 4.5666 2.8679 -2.2804 -0.4 0.0 -0.3
N 2.9455 1.5317 -1.4394 0.1 -0.1 0.5
H 5.4755 3.2846 -2.2165 0.0 0.0 -0.2
H 4.0666 2.7202 -3.1394 0.6 0.2 -0.3
H 2.4816 1.7300 -2.3147 -0.4 -0.5 0.3
H 2.4640 1.2032 -0.6157 -0.2 -0.1 -0.3
C 3.2332 -1.0353 3.6402 1.3 -1.1 0.8
O 4.0113 -1.6555 4.3756 -0.8 0.5 -0.4
N 3.6166 -0.2135 2.6538 0.2 0.4 0.1
N 1.8936 -1.1770 3.6863 -1.3 -0.7 1.0
H 2.8351 0.0667 2.0848 0.8 0.4 -0.8
H 4.6008 -0.2235 2.4311 -0.2 0.3 -0.5
H 1.2231 -0.6043 3.2015 0.3 0.1 -0.3
H 1.5415 -1.8130 4.3793 0.0 0.1 0.0
C 1.0498 -4.8921 0.7186 0.0 -1.1 0.7
O -0.0141 -4.9304 1.3467 0.1 0.8 -0.8
N 1.8911 -5.9740 0.8012 -0.2 0.9 -0.2
N 1.5684 -3.8854 -0.0304 -0.6 -0.2 0.2
H 2.6684 -5.9507 0.1723 0.3 -0.8 0.1
H 1.4929 -6.8097 1.1880 0.3 -0.1 -0.1
H 2.4853 -4.0674 -0.3860 0.3 0.6 -0.2
H 1.0030 -3.1541 -0.4311 0.0 0.1 0.2
C 2.3857 -1.7714 -3.5646 -0.4 0.9 1.3
O 2.8707 -1.3142 -2.5135 0.3 -0.7 0.0
N 1.9691 -0.8903 -4.4850 0.2 -0.7 -0.5
N 2.1370 -3.0906 -3.7172 0.0 0.0 -0.5
H 2.0891 0.0864 -4.2229 -0.4 -0.2 -0.4
H 1.4006 -1.2365 -5.2406 0.1 0.4 -0.2
H 2.3724 -3.6872 -2.9488 0.1 -0.1 -0.1
H 1.7731 -3.4703 -4.5761 -0.1 0.0 0.1
C -4.8503 1.0876 2.7319 1.6 -0.6 0.7
O -4.1409 2.0974 2.6417 -1.7 0.3 -0.2
N -4.1762 -0.0864 2.9102 0.5 0.3 -0.2
N -6.1932 0.9656 2.8305 0.0 0.4 -0.4
H -3.1926 0.0901 3.0793 0.1 -0.6 0.0
H -4.5224 -1.0227 2.8249 -0.1 0.1 0.2
H -6.5251 0.0796 3.1584 -0.4 0.1 0.0
H -6.8233 1.7040 2.5783 0.1 0.0 0.1
C -1.5728 4.2164 2.7432 1.5 1.8 -1.2
O -0.6446 5.0239 2.5422 -0.4 -0.6 0.6
N -2.6065 4.4899 3.5605 -0.4 -0.6 0.1
N -1.6060 3.0325 2.1089 0.2 -0.3 0.5
H -2.5944 5.3810 4.0180 -0.4 0.1 -0.1
H -3.4197 3.9169 3.3773 -0.3 0.4 0.6
H -2.4680 2.4996 2.1012 0.4 -0.3 0.0
H -0.7470 2.7932 1.6451 -0.3 -0.1 -0.3
C 0.4288 2.3826 -4.0936 1.3 1.8 1.3
O 1.5376 1.8651 -3.9142 -0.4 0.0 -0.7
N -0.7311 1.7254 -4.0216 0.0 -1.4 -0.4
N 0.2842 3.7373 -4.2290 -0.3 -0.5 -0.4
H -1.5987 2.2149 -4.1383 -0.1 -0.2 -0.1
H -0.6369 0.7137 -4.1161 -0.3 0.5 0.1
H 1.0447 4.3525 -4.0066 0.1 -0.1 0.1
H -0.6553 4.0714 -4.1117 0.1 0.5 0.1
C 5.4808 -1.8265 -0.0790 0.8 0.8 0.3
O 6.2100 -1.6124 0.8820 -0.4 -0.7 -0.2
N 4.1215 -1.8906 -0.0117 -0.9 -0.4 0.8
N 5.9443 -1.9769 -1.3567 -0.8 0.0 -0.1
H 3.4917 -1.6694 -0.7760 0.6 -0.1 -0.1
H 3.7373 -1.8115 0.9168 0.1 0.3 0.0
H 5.2354 -1.7510 -2.0371 0.5 -0.4 -0.6
H 6.8954 -2.2153 -1.5500 0.1 0.4 -0.1
```
Positions in Å, forces in eV/Å.

Summary:
F_max: 3.84 eV Å⁻¹
E_HOMO: -8.50 eV

Entry 3:
C15H62BO29P | ωB97M-V/def2-TZVPD

The geometry in XYZ format:
```
108
Properties=species:S:1:pos:R:3:forces:R:3
C 1.5066 -3.2817 0.7904 -0.6 -0.1 0.1
C 0.0417 -3.2238 -0.0111 0.6 -0.3 0.1
B -0.1381 -1.7105 -0.6851 -0.9 -1.5 -1.8
O -0.5073 -1.6952 -2.1367 2.7 0.4 2.1
C 0.0350 -0.2993 0.1350 -1.1 1.4 2.8
C -0.7482 -0.0490 1.3713 2.4 1.2 -2.2
C -1.8494 -1.0184 2.0768 0.2 0.3 0.4
O -3.1101 -0.2502 2.3484 0.7 0.6 -3.1
C -3.6521 0.3004 1.0823 -2.2 1.2 -4.4
C -4.5597 -0.6663 0.0646 0.9 3.5 -0.8
C -5.1649 -0.0946 -1.3740 2.0 2.5 2.1
C -4.9275 1.4659 -1.8849 2.2 -1.3 4.5
C -4.0334 2.4513 -0.8728 -1.2 -4.5 0.4
C -3.4430 1.8618 0.5677 -1.0 -1.8 -1.9
C -0.4370 1.4030 2.1412 -1.6 1.4 3.1
O -1.0732 1.8166 3.2450 3.9 -2.8 -5.9
C 0.7645 2.4240 1.5846 1.7 -0.9 -3.1
C 1.5155 2.1589 0.3230 -2.4 -2.6 2.3
P 2.8995 3.2851 -0.3673 -0.6 2.3 -0.3
O 2.5318 3.5324 -2.0571 1.7 -2.5 1.8
O 4.4729 2.5710 -0.1232 -1.3 0.4 -2.3
C 1.1263 0.7936 -0.5079 0.7 -0.9 -3.6
O 1.6268 0.5402 -1.7202 -2.6 1.6 7.2
H 1.3073 -3.8090 1.8212 0.7 0.9 -2.1
H 2.2738 -3.8891 0.1258 -1.5 1.4 1.6
H 1.8915 -2.1911 1.0271 -0.6 -2.3 -0.5
H 0.0402 -4.0691 -0.8497 -0.1 2.0 1.8
H -0.8034 -3.4970 0.7586 1.5 0.7 -1.5
H 0.3685 -1.7530 -2.6501 -1.9 0.2 0.9
H -2.1822 -1.9611 1.4771 1.1 1.9 0.8
H -1.4016 -1.3779 3.1203 -1.1 0.9 -2.4
H -4.7804 -1.7891 0.3680 0.6 2.8 -0.8
H -5.8019 -0.8081 -2.0481 1.6 1.6 1.6
H -5.3356 1.9040 -2.9031 0.9 -1.3 2.4
H -3.8490 3.5578 -1.2422 -0.3 -2.5 1.2
H -2.8103 2.6219 1.2070 -1.6 -1.9 -1.5
H 1.0430 3.3871 2.2270 -0.9 -2.3 -1.4
H 2.8272 2.7563 -2.6208 -0.8 0.9 0.8
H 5.0766 3.0418 -0.7850 -0.5 -0.9 1.1
O -6.6834 -0.1817 -3.9806 -0.6 -0.1 -0.2
H -7.6456 -0.2901 -4.0153 0.3 0.0 -0.1
H -6.3767 -0.5415 -4.8264 0.1 -0.1 0.2
O 1.5691 -5.4261 -2.1398 0.3 -0.2 -0.4
H 1.6097 -6.3933 -2.0984 -0.1 0.1 0.1
H 2.0844 -5.2038 -2.9297 -0.2 0.0 0.3
O -5.5116 -2.5801 -5.6118 0.0 -0.3 0.0
H -6.1373 -3.3197 -5.6268 0.2 0.2 -0.1
H -4.6880 -2.9634 -5.9492 -0.3 0.2 0.1
O -2.5670 3.9451 2.5529 0.1 0.8 0.7
H -2.1935 3.3933 3.2563 0.0 0.0 -0.2
H -2.5763 4.8359 2.9342 -0.1 -0.2 -0.2
O -2.2670 0.3804 -3.7648 0.2 0.3 0.1
H -1.8935 -0.1714 -3.0613 0.0 -0.1 -0.1
H -2.2763 1.2712 -3.3834 -0.1 -0.3 -0.1
O 1.8637 1.1284 4.7381 -0.1 0.4 -0.3
H 0.9698 1.4276 4.5141 0.2 -0.1 0.2
H 2.4296 1.8742 4.4882 -0.1 -0.3 0.1
O 4.2218 -1.0806 4.8216 -0.3 0.0 -0.1
H 3.7826 -1.4297 4.0315 0.2 0.2 0.2
H 3.5587 -0.4963 5.2190 0.0 -0.1 -0.1
O -6.0799 1.4825 -6.4232 0.4 0.3 -0.1
H -5.8478 2.2591 -6.9542 -0.1 -0.3 0.2
H -5.3092 1.3518 -5.8505 -0.2 0.0 -0.1
O 1.5481 -8.7040 -1.4264 -0.1 -0.4 0.0
H 1.8735 -9.4621 -1.9346 -0.1 0.3 0.1
H 0.9415 -9.0976 -0.7813 0.2 0.2 -0.2
O 7.3618 3.2208 -0.6689 0.3 0.1 0.1
H 7.8509 3.7012 0.0158 -0.3 -0.1 -0.1
H 8.0505 2.9187 -1.2800 -0.2 0.1 -0.2
O 5.8330 -1.2545 1.9027 0.2 -0.2 0.2
H 6.2065 -1.8063 2.6062 -0.2 0.2 -0.3
H 5.8237 -0.3637 2.2840 -0.2 0.1 0.1
O -8.0519 2.2299 -1.8438 -0.4 -0.4 0.0
H -7.7265 1.4718 -2.3520 0.1 0.2 0.1
H -8.6585 1.8363 -1.1988 0.3 0.2 -0.2
O 5.1201 -0.6838 -1.4206 0.1 0.2 0.2
H 5.4937 -1.2356 -0.7172 -0.1 0.2 0.0
H 5.1108 0.2069 -1.0393 0.0 -0.3 0.0
O -2.3127 -2.5402 4.7719 -0.3 0.2 0.3
H -3.1023 -2.8141 5.2622 0.3 0.0 -0.2
H -2.2603 -1.5852 4.9272 -0.1 -0.3 0.1
O 5.1668 1.5261 2.7150 -0.1 -0.2 0.0
H 5.2026 1.7888 1.7830 0.0 0.0 0.3
H 5.3551 2.3456 3.1966 0.2 -0.2 -0.4
O -1.7400 2.2143 6.0513 -0.4 -0.1 -0.1
H -2.7022 2.1060 6.0165 0.3 -0.1 -0.2
H -1.4333 1.8545 5.2054 -0.1 0.1 0.1
O 8.1600 2.9488 -3.5901 -0.4 -0.2 -0.2
H 7.1978 2.8405 -3.6248 0.3 0.1 0.0
H 8.4667 2.5890 -4.4360 0.2 0.0 0.2
O -7.2837 -3.9411 -7.5966 -0.2 0.2 -0.4
H -7.5120 -3.0014 -7.5353 0.2 -0.2 0.0
H -7.2797 -4.1193 -8.5491 0.0 0.0 0.4
O 9.6756 1.0032 -5.6956 0.0 -0.4 -0.1
H 9.0499 0.2635 -5.7105 0.2 0.2 0.0
H 10.4992 0.6199 -6.0329 -0.3 0.2 0.1
O 5.6089 4.1598 1.9304 -0.3 0.5 0.2
H 5.1698 3.8108 1.1403 0.1 0.0 0.2
H 4.9459 4.7442 2.3278 0.3 -0.1 -0.2
O -2.6400 3.4670 8.6021 -0.5 -0.2 -0.3
H -3.6022 3.3587 8.5674 0.3 0.1 0.1
H -2.3333 3.1073 7.7563 0.3 0.1 0.3
O -6.8215 -2.2866 -0.5817 -0.6 -0.7 0.3
H -7.0222 -3.2322 -0.6479 0.0 0.3 0.0
H -7.3317 -1.9923 0.1878 0.2 0.0 -0.2
O 6.2917 0.0973 6.5112 0.4 0.1 -0.3
H 7.2236 0.0399 6.2521 -0.4 0.0 0.2
H 5.8092 -0.0626 5.6862 -0.1 -0.2 0.1
```
Positions in Å, forces in eV/Å.

Summary:
F_max: 7.86 eV Å⁻¹
E_HOMO: -7.86 eV